No. 1
The following is a quantum chemistry calculation of a structure of composition C4H8O2, from OMol25.

Its HOMO-LUMO gap is 9.1224 eV.

Positions of all 14 atoms, in Å:
O 0.3625 -0.1789 1.0017
O -2.3631 0.6516 0.1965
C -0.4772 -0.8363 0.0502
C 1.6679 0.6943 0.2463
C -1.4211 0.0798 -0.6856
C 0.9050 -1.0627 -0.3729
H -1.9874 -0.4934 -1.4264
H -1.8589 1.0634 0.9114
H -0.8446 0.8457 -1.2263
H 1.3472 1.2570 -0.6244
H -0.9801 -1.6413 0.5901
H 2.6539 0.2605 0.0924
H 1.3031 -1.9692 0.1065
H 1.6928 1.3297 1.1404

Force components x, y, z for each atom (eV/Å):
O 0.05 0.09 0.06
O 0.07 0.17 0.21
C -0.11 -0.09 -0.02
C 0.24 0.38 0.08
C 0.20 -0.15 -0.28
C -0.10 -0.29 -0.01
H 0.10 0.05 0.08
H -0.17 -0.03 -0.06
H -0.10 -0.11 0.11
H 0.02 -0.12 0.13
H 0.07 0.06 -0.09
H -0.17 0.02 0.00
H -0.08 0.13 -0.08
H -0.02 -0.13 -0.14

=====

No. 2
The following is a quantum chemistry calculation of a structure of composition C16H16Br3Cl2NO4, from OMol25.

Its HOMO-LUMO gap is 9.1969 eV.

Positions of all 42 atoms, in Å:
Br 0.8932 -4.2530 -4.9899
Br -1.9432 -2.8283 -5.1361
Br -1.5041 -5.2921 -3.1865
Cl -0.0807 0.2124 3.9317
Cl 0.0088 4.5942 4.2696
O -2.6598 -2.5934 -0.7828
O 1.1719 2.4630 -2.1146
O 3.1010 0.6270 1.3245
O 2.4809 -0.1439 4.0783
N 1.6449 0.8215 -0.5014
C 1.8446 2.1609 3.8133
C 1.3500 2.2988 1.3268
C 2.1563 1.1443 0.8119
C -1.3685 -2.5260 -0.1785
C 1.6390 0.6755 3.9435
C -1.0111 -4.4889 -4.8580
C 0.9172 -1.5178 -0.9628
C 0.7387 2.8790 0.2284
C 0.5202 -0.1530 -0.4313
C 1.1500 2.1043 -0.9786
C -0.2623 -2.4580 -1.2430
C -3.1889 -1.3279 -1.0731
C -0.2821 4.4830 1.6169
C -0.0836 3.9792 0.3480
C 1.1842 2.7831 2.6127
C 0.3408 3.8883 2.7220
H -0.3282 0.2407 -0.9982
H -1.3102 -5.1627 -5.6468
H -3.3441 -0.7350 -0.1628
H -4.1559 -1.4681 -1.5523
H -1.2944 -3.4385 0.4094
H 2.9203 2.3371 3.8069
H 0.1578 -3.4604 -1.3321
H 1.4378 2.6205 4.7129
H 0.1725 -0.2317 0.6046
H -0.5402 4.4296 -0.5217
H 1.4377 -1.3485 -1.9076
H -2.5449 -0.7526 -1.7504
H -0.9174 5.3437 1.7644
H -1.3586 -1.6626 0.4913
H 1.6437 -1.9952 -0.3042
H -0.7332 -2.2487 -2.2044

Force components x, y, z for each atom (eV/Å):
Br 0.01 0.01 0.00
Br -0.01 0.02 -0.01
Br -0.07 -0.10 -0.02
Cl -0.27 -0.03 -0.08
Cl -0.02 0.04 0.06
O 0.03 -0.12 0.15
O -0.42 -0.08 -0.21
O -0.13 -0.23 0.19
O -0.38 0.25 0.12
N 0.13 0.75 -0.04
C 0.11 0.15 -0.02
C -0.03 0.03 -0.28
C -0.13 -0.12 -0.14
C -0.42 0.02 -0.40
C 0.66 -0.35 0.01
C 0.02 0.04 0.06
C -0.06 0.03 -0.46
C 0.10 -0.08 0.03
C 0.06 -0.42 0.10
C 0.20 -0.24 0.24
C 0.24 -0.29 0.43
C -0.07 0.15 -0.08
C 0.12 -0.09 0.22
C 0.16 0.11 -0.17
C -0.03 0.11 0.28
C -0.23 0.22 -0.23
H 0.08 0.03 -0.13
H 0.00 0.00 -0.02
H 0.06 -0.02 0.05
H 0.02 -0.06 -0.05
H 0.14 0.07 0.15
H 0.03 -0.07 -0.08
H -0.04 -0.01 -0.22
H 0.01 -0.07 0.06
H 0.03 0.09 0.03
H -0.04 0.03 -0.01
H 0.07 -0.04 0.02
H 0.02 -0.02 -0.04
H -0.03 0.00 0.11
H 0.10 -0.05 0.17
H -0.03 0.11 0.18
H 0.01 0.23 0.01

=====

No. 3
The following is a quantum chemistry calculation of a cluster of 3 separate species, C7H17FN3O4S in total, from OMol25.

Its HOMO-LUMO gap is 4.3992 eV. As for the total charge: -1.

Positions of all 33 atoms, in Å:
S -3.4171 -1.5612 0.6983
F -1.9782 -2.3345 3.3714
O -1.7822 1.8740 0.7771
O -2.7601 -2.3108 -0.4360
O -4.3594 -0.5345 0.1357
O 0.8970 -0.6996 0.4935
N -0.3278 1.8571 -0.9069
N 2.5022 -1.6670 -0.7256
N -2.1790 -0.9018 3.1137
C -2.2230 3.4252 -0.9864
C -1.4438 2.3357 -0.2967
C 3.7964 -2.2630 -0.9848
C 2.9105 -1.2254 1.6598
C -2.0932 -0.7032 1.6974
C 2.0196 -1.1694 0.4471
C 0.2449 2.2588 -2.1722
H 0.2806 1.3896 -2.8334
H -2.1881 0.4027 1.5141
H 3.6482 -3.2822 -1.3488
H -2.5857 3.0762 -1.9549
H 4.4158 -2.2874 -0.0935
H 4.3029 -1.6832 -1.7602
H 0.1342 1.1239 -0.3798
H 3.1616 -2.2605 1.8982
H 3.8218 -0.6488 1.4876
H -4.1645 -2.4531 1.4475
H -3.0801 3.6910 -0.3728
H 2.3824 -0.7944 2.5071
H 1.2650 2.6127 -2.0010
H -1.1145 -1.0307 1.2566
H -0.3327 3.0467 -2.6471
H -1.6000 4.3128 -1.1168
H 1.8465 -1.5959 -1.4882

Force components x, y, z for each atom (eV/Å):
S 0.27 1.27 -4.66
F 0.47 -0.97 -0.41
O 0.08 1.37 -0.26
O -0.96 0.24 2.12
O 0.61 -1.43 1.52
O 0.34 0.30 -0.16
N -0.04 0.28 -0.02
N 0.20 0.09 0.21
N -0.83 1.79 -1.15
C -0.11 0.10 -0.06
C 0.11 -0.37 0.17
C -0.44 0.06 -0.36
C 0.03 0.00 0.14
C 1.19 -0.40 2.89
C -0.35 0.05 -0.01
C 0.10 -0.42 0.42
H 0.04 0.14 -0.20
H -0.43 -1.77 0.31
H 0.24 -0.04 0.04
H 0.06 0.11 -0.04
H -0.08 0.03 0.01
H 0.21 -0.12 0.06
H -0.09 -0.14 -0.07
H 0.13 0.05 0.00
H 0.07 -0.14 0.02
H 0.42 0.39 0.10
H 0.07 -0.13 0.05
H -0.11 -0.03 -0.13
H 0.02 0.10 -0.24
H -1.15 -0.31 -0.23
H -0.02 -0.02 0.05
H -0.03 -0.01 -0.15
H -0.03 -0.08 0.03

=====

No. 4
The following is a quantum chemistry calculation of a cluster of 2 separate species, C2H10N3 in total, from OMol25.

Its HOMO-LUMO gap is 9.9221 eV. As for the total charge: +1.

Positions of all 15 atoms, in Å:
N 1.7052 1.0691 1.7541
N -1.8233 0.0222 -0.7054
N 0.5773 -0.5397 0.4313
C 1.6340 0.2009 0.7743
C -1.6799 -0.6646 -2.0292
H 0.8251 -1.5175 0.3610
H 2.5342 -0.0414 0.2105
H -2.0170 0.9924 -0.9210
H -2.5984 -0.6230 -2.6173
H -2.5981 -0.4483 -0.2483
H -0.3699 -0.2174 0.0039
H -0.8667 -0.1664 -2.5519
H 0.9443 0.9984 2.4224
H 2.6338 1.2132 2.1375
H -1.4682 -1.7287 -1.9365

Force components x, y, z for each atom (eV/Å):
N -0.32 -0.79 -0.16
N 0.53 -1.08 -0.98
N 0.22 0.69 0.62
C 0.14 -1.31 -0.34
C -0.13 0.27 0.04
H 0.02 0.05 -1.05
H 0.48 0.16 0.60
H -0.45 0.00 0.43
H 0.09 0.28 -0.06
H -0.09 0.67 0.33
H -0.56 0.03 0.74
H -0.05 -0.19 -0.26
H 0.02 0.51 -0.04
H -0.18 0.63 -0.24
H 0.27 0.08 0.36

=====

No. 5
The following is a quantum chemistry calculation of a cluster of 6 separate species, C36H29BFIO25S in total, from OMol25.

Its HOMO-LUMO gap is 7.6176 eV. The SMILES is CCOB(O)[C@]1(I)C(=O)O[C@](O)(S)[C@H]1F.O=C1C=C(O)C(=O)C=C1O.O=C1C=C(O)C(=O)C=C1O.O=C1C=C(O)C(=O)C=C1O.O=C1C=C(O)C(=O)C=C1O.O=C1C=C(O)C(=O)C=C1O.

Positions of all 94 atoms, in Å:
I 0.0504 -3.3554 -2.7435
S 1.9831 1.7670 -1.9154
F 0.0299 -1.5675 -0.3936
O 6.1517 1.6562 -4.5638
O 6.2105 2.2788 -7.2155
O -2.5207 -2.3504 -1.4336
O -3.0298 -0.6187 5.3439
O -7.0957 0.7671 -0.7873
O 0.9965 -7.0527 3.0932
O 1.1324 -7.5003 0.4110
O 3.6379 -3.1655 2.8557
O -4.9048 -2.9894 -2.5839
O 3.6994 -3.5652 0.1640
O -2.5727 -1.7570 7.7739
O -6.8900 3.5924 0.6843
O -0.2954 0.5507 -1.9656
O 3.4515 5.3501 -3.4771
O -0.3585 -0.2114 -4.1754
O -4.6804 1.4519 0.2924
O -4.8274 6.3437 5.0717
O -8.4591 5.0360 2.3809
O 1.5570 -3.1779 6.0251
O 3.4374 5.9224 -6.1382
O -3.2488 4.9728 3.3270
O 2.4937 -0.8830 -4.6921
O 3.7450 -2.2416 -3.0725
O 0.5693 1.1754 0.2596
O 1.1369 -1.9640 3.6250
C -6.0674 -1.1340 -1.7114
C -7.2651 5.0210 2.6270
C -1.6422 -1.8454 6.7839
C -4.4468 4.9610 3.1008
C 0.1947 -1.8985 4.6052
C -4.7156 0.4178 -0.3520
C 5.2502 -0.1875 -2.6893
C 4.0819 4.9466 -5.7962
C 1.2355 -0.9747 -0.9814
C -6.6904 5.7244 3.7792
C -5.9970 -0.0176 -0.9824
C 1.6372 -6.2485 2.4400
C -5.0253 4.2385 1.9636
C -0.4915 -2.4956 6.9708
C 1.1747 -1.4831 -2.5010
C 3.0855 -4.3907 0.8214
C 0.1192 -0.3519 -3.0307
C 0.5019 -2.5796 5.8954
C 1.7489 -6.4198 0.9632
C -4.8805 -1.9720 -1.9124
C -5.3749 5.6978 4.0050
C -6.3393 4.2623 1.7393
C 2.3189 -5.1025 3.0527
C 5.5344 2.6523 -4.9036
C 2.9971 -4.2343 2.3002
C 4.1288 4.5628 -4.3565
C 5.5101 3.0518 -6.3398
C 0.8371 0.5708 -1.0328
C -0.9576 -1.2513 4.4171
C 4.8289 4.1230 -6.7524
C 2.4250 -5.5482 0.2115
C -1.9610 -1.1879 5.4845
C 4.8072 3.4896 -3.9447
C -3.5358 -0.4331 -0.5335
C 4.5596 -1.5180 -2.1146
C -3.6087 -1.5504 -1.2595
B 2.5267 -1.5481 -3.4046
H -0.2491 -2.9788 7.9078
H 4.5463 0.7261 -2.5919
H -7.8506 3.7668 0.7403
H -7.3747 6.2569 4.4260
H 4.8014 4.4224 -7.7916
H 6.6112 1.5709 -6.6742
H 3.0453 6.0551 -4.0191
H -3.3099 -1.2415 7.3917
H 2.0491 -1.3416 -0.2756
H 0.5715 2.1412 0.0765
H 4.0247 -1.2390 -1.1449
H 2.5116 -5.6595 -0.8613
H -2.6175 -0.1156 -0.0567
H 6.1645 0.0266 -2.0169
H 4.0510 -2.6921 2.1071
H 1.8728 -2.4844 4.0046
H 3.0774 2.0317 -1.0748
H 0.7142 -7.9710 1.1586
H 5.5506 -0.2489 -3.7873
H 5.4148 -2.2295 -1.8142
H -6.9881 -1.4606 -2.1758
H -2.8291 -3.0889 -1.9946
H 2.2453 -4.9986 4.1278
H -3.8667 6.1743 5.0123
H -4.3439 3.6929 1.3244
H 4.8476 3.1990 -2.9035
H 3.4142 -0.8835 -5.0607
H -1.1935 -0.7550 3.4849
H -6.7941 1.5134 -0.2312

Force components x, y, z for each atom (eV/Å):
I 1.30 0.34 -0.17
S 0.76 -0.12 0.06
F 1.61 0.94 -0.19
O 0.15 0.53 -0.64
O -0.46 0.30 1.25
O -1.67 0.47 -0.03
O 0.16 -0.21 0.39
O 1.41 -0.39 0.16
O 0.11 0.04 -0.43
O 0.38 0.83 1.06
O -0.33 -0.71 -0.95
O 0.33 0.15 0.23
O -0.06 0.11 0.45
O 0.47 0.24 -1.26
O -0.27 0.69 0.98
O 2.27 -1.25 -0.41
O 0.46 -0.39 -1.27
O 1.96 -0.73 5.03
O -0.30 -0.17 -0.17
O 0.07 -0.75 -1.11
O 0.31 -0.21 -0.21
O -0.13 0.17 -0.36
O 0.09 -0.18 0.45
O -0.35 0.20 0.23
O 0.96 -1.27 2.44
O -1.77 2.03 0.61
O -0.15 -1.18 -2.33
O -0.58 -0.27 1.33
C 0.20 -0.30 -0.13
C -0.40 0.37 0.48
C -0.50 -0.23 1.28
C 0.38 -0.41 -0.49
C 0.48 0.29 -1.30
C 0.73 0.06 0.24
C -0.57 0.11 0.57
C 0.02 0.16 -0.86
C -1.73 -1.21 0.73
C -0.26 -0.10 -0.22
C -1.40 0.40 -0.12
C -0.05 0.11 0.72
C 0.36 0.08 0.09
C 0.36 -0.12 -0.14
C -1.18 2.45 0.58
C -0.11 -0.29 -0.75
C -1.73 0.50 -3.33
C 0.02 -0.28 0.72
C -0.40 -0.84 -1.03
C -0.71 -0.12 -0.30
C -0.06 0.77 1.14
C 0.15 -0.76 -0.96
C -0.14 -0.21 0.05
C -0.08 -0.03 0.72
C 0.33 0.54 0.94
C -0.50 0.42 1.32
C 0.42 -0.34 -1.22
C 0.24 0.62 0.87
C -0.36 0.11 0.15
C -0.20 0.27 0.10
C 0.27 0.37 -0.06
C -0.07 0.35 -0.77
C 0.25 -0.36 -0.11
C -0.17 0.34 0.18
C 1.95 0.29 0.60
C 1.27 -0.35 0.20
B 1.33 0.37 -2.35
H -0.02 0.01 -0.03
H 1.06 -1.56 -0.23
H 0.12 0.03 -0.03
H 0.02 -0.01 -0.03
H -0.01 -0.02 0.04
H -0.02 0.08 -0.14
H 0.01 -0.08 0.12
H 0.07 -0.08 0.09
H -0.74 0.89 -1.31
H -0.10 -0.77 0.18
H 0.40 -0.55 -1.34
H -0.02 0.03 0.03
H 0.00 -0.01 -0.05
H -1.32 -0.30 -1.26
H -0.05 -0.02 0.15
H 0.06 0.16 -0.18
H -1.29 -0.75 -0.33
H 0.02 0.02 -0.15
H -0.28 -0.27 1.77
H -1.50 0.94 -0.49
H 0.03 0.02 0.01
H 0.05 0.12 0.05
H 0.00 0.00 0.01
H -0.13 0.05 0.04
H -0.06 -0.03 0.03
H 0.02 0.03 -0.03
H -1.19 -0.21 0.45
H 0.02 -0.02 0.02
H -0.06 0.06 -0.05

=====

No. 6
The following is a quantum chemistry calculation of a structure of composition CH7NO3P, from OMol25.

Its HOMO-LUMO gap is 8.8843 eV. As for the total charge: +1.

Positions of all 13 atoms, in Å:
P -1.5561 0.3339 -0.5922
O -0.4758 -0.3736 -1.3063
O -0.7175 1.0442 0.6384
O -2.6125 -1.4991 0.1490
N 1.7991 0.4163 -0.7428
C 2.1376 0.4160 0.5441
H -1.1364 1.8141 1.1235
H -1.9515 -2.2579 0.1656
H 2.7942 1.1733 0.9688
H 1.9519 -0.4219 1.1835
H -3.4751 -1.6708 0.5039
H 2.1655 1.1574 -1.3541
H 1.0767 -0.1318 -1.2813

Force components x, y, z for each atom (eV/Å):
P -0.47 1.64 0.06
O -0.15 -0.98 -0.40
O -0.64 0.89 0.77
O 2.62 -0.76 -0.45
N 2.18 1.21 2.56
C -0.10 -0.24 -3.93
H 0.30 -1.40 -0.83
H -1.83 1.00 0.20
H -0.18 0.17 -0.50
H -0.88 -0.35 0.07
H -0.57 -0.62 0.44
H -0.03 0.01 0.75
H -0.26 -0.56 1.26